1.
Below is a molecular structure, C22H38As2IKN6SSe2Te2 at a distorted geometry, with properties calculated with wB97M-V/def2-TZVPD.

Each line ends with the Mulliken charge.
Positions of all 75 atoms, in Å:
K -0.14 0.24 1.16  1.767
N -2.67 0.31 2.87  0.042
C -3.97 0.33 2.21  -0.903
C -4.03 -0.79 1.18  -1.192
N -3.06 -0.61 0.11  1.363
C -2.68 -1.87 -0.52  -0.733
C -1.85 -2.80 0.36  -0.381
N -0.43 -2.45 0.34  -0.183
C -3.55 0.33 -0.90  -1.653
C -2.48 1.32 -1.35  0.234
N -2.31 2.35 -0.33  -0.458
H -2.58 -0.58 3.37  -0.162
H -2.58 1.05 3.56  0.210
H -4.11 1.30 1.72  0.348
H -4.82 0.19 2.90  0.499
H -5.05 -0.88 0.78  0.249
H -3.81 -1.72 1.71  0.451
H -2.09 -1.64 -1.41  0.163
H -3.58 -2.41 -0.86  0.277
H -2.03 -3.84 0.04  0.374
H -2.18 -2.76 1.40  -0.003
H 0.02 -2.82 -0.50  0.036
H 0.03 -2.86 1.15  0.120
H -4.37 0.92 -0.48  0.508
H -3.96 -0.21 -1.77  0.444
H -2.79 1.80 -2.28  0.493
H -1.55 0.76 -1.56  -0.328
H -1.41 2.81 -0.46  0.164
H -2.27 1.91 0.58  -0.038
C 3.55 -2.11 1.86  -1.039
As 2.72 -0.96 0.50  0.778
C 4.17 0.34 0.36  -1.075
C 3.16 -2.02 -1.11  -0.172
C 4.23 -2.92 -1.09  -0.612
C 4.57 -3.68 -2.19  -0.790
C 3.83 -3.56 -3.36  -0.695
C 2.78 -2.66 -3.40  -0.583
C 2.42 -1.89 -2.30  0.020
As 0.93 -0.61 -2.41  1.207
C 1.89 0.75 -3.43  -1.325
C -0.03 -1.40 -3.95  -1.559
H 4.62 -2.22 1.73  0.351
H 3.07 -3.09 1.85  0.358
H 3.36 -1.64 2.83  0.043
H 5.11 -0.14 0.11  0.387
H 4.25 0.82 1.34  0.363
H 3.92 1.09 -0.38  0.230
H 4.82 -3.03 -0.18  0.227
H 5.40 -4.38 -2.13  0.383
H 4.08 -4.15 -4.23  0.369
H 2.22 -2.57 -4.33  0.208
H 2.37 0.31 -4.31  0.494
H 2.65 1.21 -2.79  0.219
H 1.20 1.54 -3.72  0.427
H 0.56 -1.40 -4.87  0.517
H -0.93 -0.80 -4.11  0.372
H -0.34 -2.42 -3.71  0.372
Se -2.47 -3.02 4.26  -0.799
Te 0.02 -2.80 4.08  -0.209
Te 0.44 -0.09 4.56  -0.028
Se 2.87 -0.03 5.08  -0.772
I -3.59 6.35 1.15  0.027
C -1.89 5.20 1.61  -0.077
C -0.64 5.60 1.20  -0.280
C 0.44 4.80 1.52  -0.694
C 0.21 3.63 2.23  -0.226
N -1.01 3.24 2.61  -0.110
C -2.04 4.01 2.31  -0.282
H -0.50 6.51 0.62  0.383
H 1.44 5.05 1.19  0.521
H 1.03 2.97 2.50  0.405
H -3.02 3.66 2.60  0.325
S 2.09 4.17 -1.77  -0.471
C 1.40 2.94 -0.97  0.080
N 0.91 2.05 -0.38  -0.976

As for the orbital gap: 4.0 eV. As for the electronic energy: -334592.99208 eV. The total charge is -2. As for the energy above the lowest of the compared OMol25 structures with the same formula, charge and spin: 0.0 kJ/mol.


2.
Below is a molecular structure, C13H14MnN10O4Se2 at a distorted geometry, with properties calculated with wB97M-V/def2-TZVPD.

Each line ends with the Mulliken charge.
Positions of all 44 atoms, in Å:
Mn -0.20 0.21 -0.43  -0.078
O -1.88 6.27 2.85  -0.709
C -1.55 5.25 3.43  0.498
O -1.47 4.93 4.61  -0.695
C -1.12 4.08 2.43  0.300
C -1.04 4.35 1.06  -0.947
C -0.64 3.34 0.21  0.144
N -0.36 2.10 0.62  -0.476
C -0.49 1.84 1.94  1.057
C -0.86 2.80 2.87  -0.716
C -0.29 0.40 2.29  0.346
O -0.08 0.02 3.44  -0.716
O -0.36 -0.37 1.27  -0.382
H -1.28 5.33 0.70  0.477
H -0.55 3.52 -0.86  0.459
H -0.94 2.53 3.92  0.539
N -1.76 1.47 -3.23  -0.052
C -2.57 0.89 -2.28  0.239
N -3.89 0.91 -2.28  -0.466
N -4.24 0.21 -1.21  -0.607
N -3.21 -0.22 -0.58  -0.403
N -2.10 0.18 -1.21  0.787
C -0.42 1.27 -3.23  0.337
N 0.42 1.40 -4.26  -0.480
N 1.60 1.04 -3.79  -0.619
N 1.53 0.70 -2.56  -0.217
N 0.26 0.84 -2.13  0.918
H -2.20 1.77 -4.09  0.268
C 0.51 -2.27 -2.72  -1.036
Se 1.48 -1.73 -1.10  0.140
C 0.97 -3.38 -0.11  -0.581
C 1.72 -3.56 1.19  -1.169
Se 1.26 -2.21 2.56  0.101
C -0.48 -2.95 3.02  -0.884
H -0.56 -2.29 -2.49  0.310
H 0.86 -3.25 -3.04  0.403
H 0.73 -1.55 -3.49  0.328
H 1.20 -4.22 -0.78  0.511
H -0.11 -3.33 0.04  0.394
H 2.79 -3.48 1.03  0.390
H 1.50 -4.55 1.62  0.413
H -0.39 -4.03 3.14  0.325
H -1.21 -2.69 2.25  0.233
H -0.77 -2.49 3.96  0.316

As for the orbital gap (spin up / spin down): 6.0 / 7.1 eV. The multiplicity is 5. As for the electronic energy: -198813.66348 eV. The total charge is -1. As for the energy above the lowest of the compared OMol25 structures with the same formula, charge and spin: 59.0 kJ/mol.


3.
Below is a molecular structure, C13H5BBrF4N3O9Y, with properties calculated with wB97M-V/def2-TZVPD.

Each line ends with the Mulliken charge.
Positions of all 37 atoms, in Å:
Y -0.09 -0.50 -1.35  1.532
O -3.14 1.32 0.82  -0.642
C -2.15 1.28 0.11  0.444
O -1.95 0.38 -0.81  -0.754
C -1.13 2.41 0.25  0.574
C -1.65 3.61 0.69  -0.682
C -0.85 4.73 0.85  -0.360
C 0.51 4.66 0.62  -0.485
C 1.05 3.46 0.24  -0.192
C 0.27 2.29 0.00  1.104
O 0.84 1.21 -0.45  -1.052
N 2.50 3.42 0.07  0.952
O 3.03 4.41 -0.40  -0.606
O 3.10 2.43 0.43  -0.554
N -1.44 5.99 1.27  1.027
O -0.69 6.94 1.44  -0.647
O -2.64 6.03 1.44  -0.633
H -2.71 3.66 0.90  0.581
H 1.14 5.53 0.75  0.557
Br 0.99 -8.09 -0.05  -0.193
C 0.64 -6.43 0.81  -0.006
C 0.45 -6.40 2.18  -0.111
N 0.21 -5.28 2.85  -0.644
C 0.14 -4.14 2.15  -0.138
C 0.32 -4.09 0.77  -0.134
C 0.58 -5.26 0.08  -0.234
C 0.24 -2.79 0.04  1.377
O 0.36 -2.80 -1.22  -0.796
O 0.04 -1.72 0.67  -0.813
H 0.50 -7.32 2.76  0.362
H -0.06 -3.23 2.70  0.490
H 0.72 -5.24 -0.99  0.556
F 1.35 -0.52 -3.31  -0.376
B 0.18 -0.06 -4.02  0.422
F -0.18 1.12 -3.34  -0.265
F 0.33 0.04 -5.35  -0.301
F -0.83 -1.01 -3.61  -0.360

As for the orbital gap: 8.4 eV. As for the electronic energy: -119102.63115 eV. The total charge is -1. As for the energy above the lowest of the compared OMol25 structures with the same formula, charge and spin: 0.0 kJ/mol.


4.
Below is a molecular structure, C22H30BF4INO4PRhS4Sb at a distorted geometry, with properties calculated with wB97M-V/def2-TZVPD.

Each line ends with the Mulliken charge.
Positions of all 70 atoms, in Å:
Rh 0.30 0.76 0.53  0.459
S -2.47 -3.59 -4.46  -0.700
Sb -2.98 -3.25 -2.28  0.490
S -2.23 -0.92 1.67  -0.221
S -0.99 -0.84 0.23  -0.425
S -5.13 -2.57 -2.10  -0.697
O 0.60 2.86 1.44  -0.817
C 1.85 2.75 1.47  0.977
O 2.44 1.74 0.99  -0.810
C 2.67 3.88 2.01  -0.065
C 4.05 3.86 1.87  -0.425
C 4.84 4.93 2.32  -1.158
C 4.18 5.98 2.90  1.013
O 4.71 7.14 3.40  -0.523
C 3.62 7.87 3.96  -0.253
O 2.42 7.16 3.66  -0.524
C 2.81 5.99 3.05  0.755
C 2.02 4.96 2.62  -0.637
H 4.50 3.00 1.41  0.480
H 5.92 4.93 2.22  0.395
H 3.58 8.86 3.50  0.232
H 3.74 7.95 5.04  0.246
H 0.94 4.94 2.74  0.530
F 0.36 -0.10 5.02  -0.362
B 0.95 0.76 4.08  0.188
F 2.30 0.41 3.90  -0.424
F 0.82 2.09 4.45  -0.353
F 0.28 0.54 2.81  -0.002
C 1.32 2.39 -3.98  -1.884
C 1.50 2.01 -2.51  0.604
C 2.48 3.00 -1.88  -1.607
P -0.04 1.71 -1.49  1.052
C -1.11 0.88 -2.74  0.722
C -2.56 0.69 -2.29  -1.339
C -0.46 -0.45 -3.14  -1.138
C -0.82 3.35 -1.18  0.657
C -1.32 4.07 -2.44  -1.422
C -1.95 3.28 -0.14  -1.593
H 2.27 2.22 -4.50  0.478
H 1.08 3.45 -4.10  0.335
H 0.56 1.81 -4.50  0.350
H 1.97 1.03 -2.48  0.405
H 2.09 4.03 -1.93  0.250
H 3.42 2.98 -2.43  0.546
H 2.69 2.76 -0.84  0.270
H -1.13 1.54 -3.61  0.621
H -2.65 0.30 -1.27  0.097
H -3.07 -0.02 -2.95  0.476
H -3.12 1.62 -2.32  0.158
H -0.33 -1.11 -2.28  0.047
H 0.52 -0.30 -3.59  0.273
H -1.08 -0.98 -3.86  0.308
H -0.01 3.93 -0.73  0.177
H -2.14 3.53 -2.90  0.217
H -0.54 4.21 -3.19  0.254
H -1.69 5.06 -2.15  0.475
H -2.89 2.96 -0.60  0.349
H -2.11 4.28 0.29  0.451
H -1.72 2.61 0.68  0.134
I 1.05 -4.79 -1.56  0.018
C 1.15 -3.72 0.24  -0.007
C 0.43 -4.21 1.33  -0.162
C 0.52 -3.49 2.52  -0.657
C 1.29 -2.34 2.56  -0.088
C 1.93 -1.93 1.40  -0.639
N 1.89 -2.64 0.26  -0.426
H -0.18 -5.09 1.24  0.385
H -0.02 -3.83 3.39  0.388
H 1.37 -1.75 3.46  0.491
H 2.54 -1.04 1.39  0.603

As for the orbital gap (spin up / spin down): 5.5 / 5.5 eV. As for the electronic energy: -114813.82381 eV. The total charge is -2. As for the energy above the lowest of the compared OMol25 structures with the same formula, charge and spin: 116.2 kJ/mol.